1.
Entry from OMol25: a 7-piece molecular cluster, C10H31FNO10Si overall in a non-equilibrium geometry (the ωB97M-V functional and the def2-TZVPD basis).

ΔE to the lowest compared entry with this formula, charge and spin   3.960 eV
LUMO energy   2.41 eV
Total energy   -1595.9547 a.u.
F_max   0.1872 Eh/bohr
Gap between HOMO and LUMO   0.25125 Eh
Total charge   -1

Each line ends with the Mulliken charge.
Element x y z (Å)
C  -2.797060  -3.603838  1.361346  -0.65
C  -1.412687  -3.540353  0.427735  0.00
O  -1.137083  -2.109579  0.223240  -0.29
C  0.312693  -1.819574  0.256779  -0.22
N  0.478155  -0.386659  0.710533  -0.37
C  1.140088  0.480096  -0.370056  1.24
C  2.654933  0.001285  -0.771644  -0.24
C  2.805617  -0.668438  -2.259372  0.28
O  2.816642  -2.020062  -2.426416  -0.56
F  2.996105  0.110782  -3.539199  -0.26
C  0.146969  0.752686  -1.669157  -0.05
O  0.496952  1.535211  -2.727484  -0.68
O  -1.243540  0.196910  -1.754114  -0.79
Si  1.350902  2.240352  0.476727  -0.12
C  1.987674  3.597732  -0.731090  -0.71
C  2.763075  2.018418  1.824059  -0.70
C  -0.258146  2.724577  1.448784  -1.06
H  -2.574007  -3.984662  2.462478  0.23
H  -3.225910  -2.495937  1.466941  0.24
H  -3.627603  -4.253453  0.821198  0.13
H  -1.709036  -4.055310  -0.607170  -0.05
H  -0.526557  -4.155105  0.885021  0.30
H  0.873134  -2.490290  1.070171  0.21
H  0.790714  -2.073897  -0.780402  0.11
H  -0.500251  -0.001984  0.816114  0.27
H  3.332884  0.983197  -0.771776  0.31
H  3.148295  -0.755478  -0.004484  0.25
H  1.112598  4.027734  -1.393394  0.17
H  2.880905  3.175410  -1.399744  0.26
H  2.391221  4.489393  -0.048615  0.29
H  2.351516  1.479080  2.779130  0.22
H  3.711317  1.478248  1.346367  0.11
H  3.129873  3.128378  2.047485  0.23
H  -0.126356  3.628116  2.182023  0.26
H  -1.147904  2.829515  0.694136  0.41
H  -0.523708  1.786247  2.137047  0.34
O  5.134414  -0.218714  1.854558  -0.61
H  5.193369  -1.104665  2.242669  0.29
H  5.721819  -0.260707  1.085026  0.31
O  -2.836241  0.742117  -4.169279  -0.72
H  -2.123961  0.500857  -3.558159  0.42
H  -3.069195  1.646781  -3.911784  0.28
O  0.197861  5.966877  0.255676  -0.53
H  -0.003049  6.629038  -0.422699  0.27
H  0.422631  6.493445  1.037463  0.28
O  -2.360652  3.007881  3.499221  -0.61
H  -2.705188  2.809968  2.615400  0.33
H  -3.146647  2.992305  4.065754  0.28
O  -5.128730  -5.047670  0.012768  -0.63
H  -5.870000  -4.527891  -0.332724  0.28
H  -5.274910  -5.934024  -0.350545  0.29
O  -2.484848  -5.450976  -2.358465  -0.64
H  -1.911053  -5.913856  -2.987366  0.29
H  -2.618034  -4.579514  -2.760713  0.34

Force components x, y, z for each atom (eV/Å):
0.10 0.36 -0.04
-1.94 -0.43 -0.34
2.36 -1.87 0.87
0.00 -0.58 0.36
-0.12 -0.24 -2.26
-1.15 0.24 -0.61
0.91 0.98 -0.96
0.06 -7.16 -2.18
-0.01 9.57 1.05
-0.42 -1.96 4.34
-4.68 0.71 -5.53
-0.31 -3.54 5.83
6.92 2.26 1.59
0.50 0.15 0.81
0.48 1.00 -0.41
0.90 0.66 -0.31
-0.80 -1.03 0.56
-0.47 0.67 -2.32
1.08 -2.36 -0.33
2.18 1.43 1.54
0.92 1.20 2.19
-1.53 1.40 -0.67
-1.40 1.07 -1.58
-0.84 0.80 1.76
1.31 -0.71 -0.40
-1.34 -2.23 -0.22
-1.35 1.51 -1.75
1.98 -1.03 1.18
-2.04 1.03 1.30
-0.77 -1.87 -1.54
1.09 1.01 -1.80
-2.19 1.01 1.41
-0.79 -2.29 -0.06
-0.37 -1.61 -1.68
1.57 0.16 1.47
0.61 2.01 -1.40
0.44 -0.51 -0.14
-0.09 0.29 -0.10
-0.19 0.04 0.22
-0.52 0.43 -0.39
0.36 0.01 0.66
0.26 -0.47 -0.02
-0.08 0.65 0.13
0.07 -0.29 0.17
-0.09 -0.24 -0.23
-0.71 0.01 0.17
0.30 0.04 0.18
0.28 0.00 -0.17
-0.95 -0.46 -0.46
0.30 -0.06 0.11
0.19 0.27 0.06
0.07 -0.07 -0.53
-0.16 0.20 0.25
0.04 -0.16 0.20

2.
Entry from OMol25: a 4-piece molecular cluster, C10H33BNO17P3S overall in a non-equilibrium geometry (the ωB97M-V functional and the def2-TZVPD basis).

LUMO energy   -3.14 eV
Total energy   -3181.5592 a.u.
F_max   0.1710 Eh/bohr
Gap between HOMO and LUMO   0.23780 Eh

Each line ends with the Mulliken charge.
Element x y z (Å)
N  -3.149676  -3.269493  -1.659904  -0.63
C  -4.031753  -2.106873  -1.427749  -0.19
O  -3.573579  -1.038624  -2.345233  -0.26
S  -3.726787  0.448696  -1.564930  0.61
O  -4.251538  1.371762  -2.623563  -0.59
O  -2.130549  0.821298  -1.210952  0.12
B  -1.911685  2.231943  -1.103051  0.49
O  -1.612341  3.111242  -2.173034  -0.72
O  -1.954190  2.776518  0.224927  -0.63
H  -2.195155  -2.898799  -1.547484  0.24
H  -3.226609  -3.510987  -2.652045  0.28
H  -3.986932  -1.767908  -0.354016  0.34
H  -5.090538  -2.343258  -1.719830  0.26
H  -2.413284  3.474239  -2.586556  0.32
H  -2.526949  3.559880  0.232056  0.28
C  0.417448  -2.412541  -4.267879  -0.65
O  -0.070228  -3.711552  -3.979284  -0.45
P  0.634993  -4.637228  -2.720704  1.16
O  0.090139  -3.692432  -1.653029  -0.46
O  2.142206  -4.148238  -3.190061  -0.33
C  2.732521  -4.720476  -4.351824  -0.80
O  1.312980  -5.668923  -1.534065  -0.46
C  2.490143  -5.272087  -0.857335  -0.48
H  -0.435600  -1.786521  -4.532261  0.28
H  0.938072  -1.966826  -3.420271  0.35
H  1.089032  -2.457035  -5.129200  0.24
H  3.110188  -3.911935  -4.979400  0.25
H  2.013311  -5.310205  -4.925900  0.37
H  3.572130  -5.350876  -4.054831  0.28
H  2.461794  -4.212381  -0.594961  0.26
H  3.367608  -5.487161  -1.469572  0.18
H  2.564446  -5.865135  0.055319  0.26
C  4.624193  6.251563  0.632878  -0.56
O  4.995162  4.978644  0.137795  -0.44
P  3.871049  4.040114  -0.754063  1.11
O  3.864241  4.980017  -1.955267  -0.56
O  2.658362  4.441357  0.295979  -0.34
C  2.641018  3.866023  1.597146  -0.68
O  2.883530  2.868619  -1.520485  -0.42
C  1.495473  3.109106  -1.652934  -0.37
H  5.490183  6.908795  0.547767  0.26
H  3.791262  6.685429  0.079511  0.30
H  4.359530  6.169849  1.690612  0.22
H  2.496962  4.665906  2.325056  0.26
H  3.573564  3.342535  1.823575  0.39
H  1.801535  3.172793  1.672343  0.15
H  1.293051  4.145140  -1.930752  0.33
H  0.982046  2.859636  -0.721589  0.00
H  1.112977  2.449627  -2.433238  0.32
C  -1.844130  0.493964  2.001227  -0.10
O  -3.051160  0.254055  2.706805  -0.32
P  -3.059717  0.243103  4.421200  1.08
O  -2.784004  1.738060  4.546960  -0.57
O  -1.641591  -0.607203  4.452474  -0.35
C  -1.644796  -1.983206  4.092205  -0.82
O  -3.282244  0.025825  6.106937  -0.45
C  -2.155712  0.011512  6.961163  -0.50
H  -2.079441  1.088012  1.122017  -0.13
H  -1.107985  1.027087  2.603626  0.44
H  -1.423272  -0.459844  1.666640  0.21
H  -0.841836  -2.152420  3.373076  0.25
H  -2.594422  -2.284312  3.642323  0.38
H  -1.449638  -2.587604  4.979688  0.29
H  -1.431655  0.779259  6.680030  0.27
H  -1.686402  -0.973893  6.949560  0.19
H  -2.505754  0.204366  7.976358  0.26

Force components x, y, z for each atom (eV/Å):
-0.61 1.65 0.17
0.30 -1.37 -0.40
-0.07 2.01 1.66
-1.21 0.18 -2.36
1.69 -1.48 2.12
-0.54 0.97 -1.03
0.25 1.48 0.69
-0.95 -1.22 1.12
-0.61 -0.67 -2.19
-0.25 -0.62 0.03
0.01 -0.01 0.38
0.06 -0.33 -1.12
1.03 0.16 0.38
0.37 -0.30 -0.14
0.67 0.09 0.07
0.85 0.17 -0.24
-1.54 -3.24 -0.54
3.34 7.16 3.87
-0.74 -1.19 -0.50
-0.24 -0.62 -0.35
0.14 0.09 -0.07
-2.14 -1.99 -1.58
0.74 0.07 -0.41
-0.18 -0.28 0.05
-0.08 -0.11 0.01
0.03 0.13 0.08
-0.04 -0.05 -0.01
0.11 0.03 -0.08
-0.05 -0.08 -0.04
-0.09 -0.04 -0.14
0.09 0.17 0.13
-0.30 -0.15 -0.13
-0.70 0.15 0.51
1.46 -3.28 -0.43
-4.92 6.66 -2.26
0.86 -1.44 0.75
0.46 -0.50 0.05
-0.12 0.05 0.10
3.02 -1.46 0.73
-0.57 0.10 0.63
0.13 -0.26 -0.12
0.07 -0.10 -0.04
-0.06 0.12 -0.05
0.03 -0.06 0.00
-0.07 0.03 0.11
0.06 -0.07 0.02
0.10 -0.05 0.09
-0.14 0.18 -0.05
0.35 -0.08 -0.02
0.86 -0.78 0.05
-3.37 -1.17 1.12
7.17 4.63 0.68
-1.33 -1.24 -0.15
-0.61 -0.24 0.01
0.16 -0.06 -0.03
-2.87 -0.86 -1.54
0.63 -0.55 -0.06
-0.33 -0.31 0.62
-0.15 0.00 0.06
0.13 0.05 0.08
-0.07 -0.02 0.00
0.10 -0.09 -0.03
-0.10 -0.05 -0.01
-0.09 -0.06 -0.10
0.17 0.12 0.05
-0.31 0.02 -0.17

3.
Entry from OMol25: a 7-piece molecular cluster, C10H34N4O7 overall in a non-equilibrium geometry (the ωB97M-V functional and the def2-TZVPD basis).

ΔE to the lowest compared entry with this formula, charge and spin   2.984 eV
LUMO energy   0.10 eV
Total energy   -1147.0012 a.u.
F_max   0.1735 Eh/bohr
Gap between HOMO and LUMO   0.31164 Eh
SMILES   NC(N)=O.NC(N)=O.CCO.CCO.CCO.CO.CO

Each line ends with the Mulliken charge.
Element x y z (Å)
C  15.088654  -25.237540  -12.768496  -0.75
C  16.278934  -25.208851  -11.794400  -0.54
O  15.929035  -24.261613  -10.852874  -0.52
H  15.258928  -26.018130  -13.521820  0.39
H  15.053101  -24.324903  -13.314842  0.37
H  14.101592  -25.501550  -12.362917  0.05
H  17.153560  -24.985453  -12.411948  0.29
H  16.476348  -26.137113  -11.367017  0.37
H  16.576775  -24.137140  -10.137689  0.30
C  11.879404  -25.759923  -16.267108  -1.02
C  12.835872  -25.072089  -15.331468  0.65
O  12.571076  -23.699650  -15.491368  -0.59
H  12.191808  -26.831055  -16.367686  0.26
H  12.007727  -25.257617  -17.204987  0.47
H  10.824389  -25.659343  -15.902975  0.00
H  13.946380  -25.132742  -15.592255  0.26
H  12.518487  -25.281672  -14.287375  -0.34
H  12.716804  -23.305976  -14.650137  0.32
C  12.627646  -27.789517  -12.885946  -0.71
C  11.410091  -28.429259  -13.587806  -0.33
O  10.538918  -28.813538  -12.622106  -0.66
H  13.312085  -27.415270  -13.602860  0.47
H  13.166880  -28.376307  -12.126247  0.42
H  12.379724  -26.890176  -12.356430  -0.07
H  11.664174  -29.362569  -14.079242  0.38
H  10.871658  -27.752555  -14.238303  0.14
H  9.656185  -28.951507  -13.042453  0.32
C  7.387418  -27.238854  -14.151471  0.55
O  7.889953  -28.256934  -13.349905  -0.84
N  8.031787  -26.232478  -14.518800  -0.13
N  6.116608  -27.144970  -14.354218  -0.44
H  8.933284  -26.163632  -14.034004  0.06
H  7.725736  -25.597338  -15.252484  0.25
H  5.517437  -27.970565  -14.086374  0.29
H  5.744539  -26.599153  -15.141828  0.21
C  8.751414  -26.527386  -10.382880  0.29
O  8.680146  -25.479256  -9.470463  -0.77
N  9.836874  -27.248149  -10.566106  -0.39
N  7.754272  -26.757299  -11.132017  -0.17
H  10.636593  -26.955199  -9.971387  0.22
H  10.187440  -27.913949  -11.351770  0.28
H  6.892211  -26.184841  -11.045597  0.22
H  7.808574  -27.354406  -11.969731  0.28
C  10.749407  -24.440872  -12.508805  -0.83
O  10.251776  -25.691484  -12.838999  0.08
H  10.040370  -24.032268  -11.750325  0.33
H  10.782446  -23.754868  -13.335253  0.34
H  11.799943  -24.324668  -12.109763  0.22
H  10.079482  -26.219666  -12.016459  -0.05
C  12.195854  -29.469752  -9.140800  -0.44
O  11.651990  -28.964672  -7.908725  -0.51
H  12.121683  -30.543851  -9.026880  0.39
H  13.168004  -29.202798  -9.468283  0.28
H  11.578383  -29.210267  -9.992422  0.04
H  10.754971  -29.291546  -7.839761  0.30

Force components x, y, z for each atom (eV/Å):
0.43 -1.72 -0.15
-1.16 0.75 -1.94
0.26 1.35 1.46
0.17 0.08 0.03
-0.21 0.92 -0.24
0.49 0.44 0.41
0.25 0.49 0.19
0.10 -1.90 0.89
-0.21 -0.30 -0.60
0.36 -1.33 0.45
0.20 0.55 0.46
-0.56 1.02 -0.84
-0.62 0.73 -0.05
-0.26 0.05 -0.77
0.97 -0.17 -0.33
-1.39 -1.06 0.62
1.04 -0.64 -0.46
0.22 0.84 0.87
-0.41 -0.18 -0.03
1.97 0.15 -0.04
-2.73 -1.16 1.88
0.94 -0.07 -0.88
-0.36 -0.47 -0.62
-0.78 0.48 0.31
0.67 0.16 -0.86
0.54 0.42 -0.60
0.30 0.23 0.52
0.90 -6.36 4.90
-1.75 3.84 -3.66
4.60 3.13 -1.47
-5.73 -2.49 -0.93
0.33 0.80 -0.60
0.24 -0.15 0.72
1.16 1.33 -0.56
0.33 -0.28 0.85
0.26 6.54 6.07
0.79 -4.83 -3.74
4.51 -1.18 0.35
-4.85 -0.19 -2.77
-1.12 -0.21 -0.33
-1.54 0.78 1.01
1.42 -0.55 0.25
0.06 -0.22 0.65
-0.10 1.79 2.03
0.29 -1.28 -0.57
0.80 0.24 -0.31
-0.52 -0.03 -0.87
-0.78 -1.01 -0.01
0.43 0.70 -0.64
-2.26 -1.20 0.30
1.23 0.85 -0.47
0.48 -0.49 -0.50
1.19 0.71 0.90
-0.46 0.14 -0.17
-0.15 -0.02 -0.11